Entry from the OMol25 dataset: a structure of composition C47H50Br2CsN5OP2Te (ωB97M-V/def2-TZVPD).

Geometry as XYZ:
```
109
Properties=species:S:1:pos:R:3
Cs 0.923 -0.278 1.166
N 4.052 -0.262 -0.178
C 4.792 -0.972 0.880
C 4.841 -0.134 2.145
N 3.516 -0.057 2.744
C 3.453 0.453 4.103
C 2.061 0.241 4.674
N 1.093 1.166 4.052
H 3.915 -0.879 -0.969
H 4.596 0.526 -0.505
H 5.814 -1.237 0.588
H 4.254 -1.895 1.110
H 5.269 0.856 1.917
H 5.510 -0.621 2.859
H 2.902 0.479 2.145
H 3.727 1.518 4.185
H 4.165 -0.112 4.709
H 2.102 0.343 5.762
H 1.756 -0.782 4.437
H 1.257 2.105 4.390
H 0.152 0.913 4.332
C -2.747 0.262 2.720
C -2.373 -1.150 3.091
C -3.227 -1.920 3.909
C -2.902 -3.214 4.185
C -1.712 -3.771 3.665
C -1.294 -5.102 3.892
Br -2.361 -6.294 4.922
C -0.114 -5.553 3.384
C 0.701 -4.702 2.624
Br 2.363 -5.384 2.025
C 0.372 -3.373 2.323
O 1.093 -2.581 1.606
C -0.890 -2.917 2.882
N -1.246 -1.628 2.613
H -3.466 0.679 3.428
H -3.201 0.271 1.728
H -1.853 0.888 2.680
H -4.133 -1.479 4.309
H -3.545 -3.824 4.806
H 0.207 -6.570 3.571
C -0.557 2.494 -2.662
N -0.305 1.918 -1.333
P 0.357 2.825 -0.014
C 2.156 2.930 -0.343
C 2.894 3.506 0.696
C 4.263 3.698 0.569
C 4.909 3.322 -0.606
C 4.185 2.734 -1.633
C 2.817 2.517 -1.492
C -0.040 4.599 -0.348
C -0.882 5.259 0.544
C -1.203 6.601 0.368
C -0.681 7.299 -0.710
C 0.176 6.660 -1.599
C 0.500 5.324 -1.413
P -1.561 0.954 -0.590
C -3.026 2.061 -0.825
C -3.384 2.843 0.274
C -4.410 3.777 0.189
C -5.102 3.931 -1.003
C -4.773 3.142 -2.100
C -3.747 2.210 -2.010
C -1.948 -0.318 -1.844
C -1.096 -0.708 -2.874
C -1.485 -1.698 -3.770
C -2.710 -2.331 -3.624
C -3.541 -1.994 -2.562
C -3.159 -0.997 -1.676
H 0.379 2.620 -3.212
H -1.056 3.461 -2.601
H -1.192 1.826 -3.237
H 2.382 3.807 1.606
H 4.828 4.145 1.379
H 5.976 3.482 -0.713
H 4.687 2.432 -2.545
H 2.265 2.025 -2.286
H -1.283 4.717 1.393
H -1.860 7.098 1.072
H -0.931 8.345 -0.853
H 0.601 7.208 -2.432
H 1.195 4.846 -2.094
H -2.856 2.702 1.212
H -4.671 4.382 1.051
H -5.906 4.655 -1.078
H -5.321 3.250 -3.029
H -3.514 1.593 -2.870
H -0.122 -0.240 -2.974
H -0.823 -1.991 -4.577
H -3.001 -3.106 -4.322
H -4.485 -2.509 -2.424
H -3.818 -0.722 -0.855
C 1.661 -3.325 -3.110
Te 1.635 -2.979 -0.972
C -0.234 -4.005 -1.039
C -0.303 -4.704 -2.375
C -1.284 -5.665 -2.619
C -1.375 -6.291 -3.851
C -0.477 -5.958 -4.862
C 0.505 -5.008 -4.622
C 0.604 -4.374 -3.382
H 2.644 -3.685 -3.418
H 1.455 -2.407 -3.669
H -1.063 -3.306 -0.901
H -0.265 -4.727 -0.221
H -1.985 -5.919 -1.830
H -2.138 -7.041 -4.025
H -0.535 -6.449 -5.827
H 1.212 -4.751 -5.404
```

Computed properties:
- HOMO-LUMO gap: 6.830 eV
- Molecular weight: 1183.212 g/mol
- Energy above the lowest of the compared OMol25 structures with the same formula, charge and spin: 127.50 kJ/mol
- LUMO: 0.014 eV
- Total charge: 0